[1]
{"formula": "C8H7Cl2N2O2RuSSe2Te3", "method": "ωB97M-V/def2-TZVPD", "e_lumo_ev": [3.75, 3.75], "spin_multiplicity": 2, "gap_ha": [0.1450, 0.1969], "e_homo_ev": [-0.20, -1.61], "charge": -2, "elements": ["Ru", "Se", "Te", "Te", "Se", "Cl", "C", "Cl", "C", "O", "O", "H", "Te", "N", "C", "S", "C", "C", "C", "N", "C", "C", "H", "H", "H", "H", "H", "H"], "xyz": [[0.324, 0.175, 0.145], [1.370, 0.710, -1.962], [2.922, 0.542, -0.040], [2.503, 2.851, 1.130], [0.045, 2.460, 0.695], [-4.571, -1.222, -1.492], [-4.090, 0.398, -0.884], [-4.649, 0.600, 0.805], [-2.554, 0.632, -0.963], [-2.250, 1.699, -1.500], [-1.854, -0.296, -0.456], [-4.609, 1.135, -1.474], [-0.669, 0.901, 2.542], [-0.588, -6.737, -1.206], [-0.068, -6.207, -0.014], [0.323, -7.309, 1.238], [0.131, -4.799, 0.026], [-0.118, -3.953, -1.097], [0.046, -2.588, -1.006], [0.446, -1.951, 0.116], [0.704, -2.744, 1.179], [0.571, -4.110, 1.184], [-0.857, -7.699, -1.080], [-1.311, -6.182, -1.643], [-0.427, -4.368, -2.047], [-0.140, -1.961, -1.861], [1.043, -2.224, 2.064], [0.789, -4.670, 2.083]], "atomic_forces_ev_per_a": [[-1.6, -2.3, 0.1], [0.7, 0.0, -0.9], [0.2, -1.0, -0.4], [0.5, 1.5, 0.5], [-0.8, 1.1, 0.4], [0.0, 0.2, 0.0], [0.1, -0.4, 0.2], [0.0, 0.0, -0.2], [0.1, -0.4, 0.1], [0.1, -0.2, 0.2], [0.5, 1.1, 0.0], [-0.1, 0.1, -0.1], [0.1, 0.1, 0.3], [0.1, 0.0, -0.1], [0.1, 0.2, 0.2], [0.0, 0.2, -0.2], [-0.1, -0.3, -0.2], [0.0, 0.2, 0.1], [0.1, -0.5, 0.2], [-0.2, 0.0, -0.6], [0.1, -0.1, 0.0], [0.1, 0.2, 0.1], [-0.1, -0.1, 0.0], [0.0, 0.0, 0.0], [0.1, 0.1, 0.0], [-0.1, 0.2, -0.1], [0.0, 0.1, 0.1], [0.0, 0.0, 0.0]]}

---

[2]
{"formula": "C6H16NO", "method": "ωB97M-V/def2-TZVPD", "smiles": "CC(C)C[C@H]([NH3+])CO", "e_lumo_ev": -3.25, "gap_ha": 0.4266, "e_homo_ev": -14.85, "charge": 1, "elements": ["C", "C", "C", "C", "C", "N", "C", "O", "H", "H", "H", "H", "H", "H", "H", "H", "H", "H", "H", "H", "H", "H", "H", "H"], "xyz": [[-0.027, 2.098, -1.261], [0.902, 1.469, -0.226], [2.350, 1.926, -0.333], [0.833, -0.057, -0.169], [-0.561, -0.652, -0.038], [-1.273, 0.019, 1.147], [-0.421, -2.121, 0.358], [-1.678, -2.726, 0.506], [-0.152, 3.150, -1.007], [0.430, 2.154, -2.254], [-0.987, 1.616, -1.348], [0.616, 1.934, 0.694], [2.833, 1.570, -1.245], [2.422, 3.012, -0.377], [2.981, 1.637, 0.498], [1.277, -0.408, -1.100], [1.462, -0.507, 0.608], [-1.240, -0.589, -0.886], [-2.116, 0.546, 0.910], [-1.533, -0.720, 1.791], [-0.637, 0.716, 1.530], [0.090, -2.150, 1.328], [0.229, -2.629, -0.353], [-1.871, -3.378, -0.173]], "atomic_forces_ev_per_a": [[1.0, 0.6, -0.5], [0.4, 0.0, 0.0], [0.4, 0.4, -0.8], [-0.2, 0.3, -0.6], [0.2, -0.7, 0.4], [-0.1, 0.3, -0.7], [0.0, 0.0, -0.1], [-0.3, 0.2, 0.3], [-0.3, 0.0, 0.1], [-0.1, -0.5, 0.0], [-0.4, -0.1, 0.0], [-0.5, -0.1, 1.2], [-0.1, -0.2, -0.1], [-0.2, 0.1, 0.0], [-0.1, -0.3, 0.3], [-0.1, -0.2, -0.2], [0.0, 0.4, 0.2], [0.2, 0.3, -0.1], [0.0, -0.3, -0.2], [-0.1, 0.1, 0.5], [0.1, -0.2, 0.5], [0.0, -0.1, 0.0], [0.0, 0.0, -0.1], [0.1, 0.0, -0.1]]}

---

[3]
{"formula": "C29H63BO5", "method": "ωB97M-V/def2-TZVPD", "smiles": "BCCCc1ccccc1.CCOCC.CCOCC.CCOCC.CCOCC.CCOCC", "e_lumo_ev": 0.69, "gap_ha": 0.3479, "e_homo_ev": -8.78, "charge": 0, "elements": ["B", "C", "C", "C", "C", "C", "C", "C", "C", "C", "H", "H", "H", "H", "H", "H", "H", "H", "H", "H", "H", "H", "H", "C", "C", "O", "C", "C", "H", "H", "H", "H", "H", "H", "H", "H", "H", "H", "C", "C", "O", "C", "C", "H", "H", "H", "H", "H", "H", "H", "H", "H", "H", "C", "C", "O", "C", "C", "H", "H", "H", "H", "H", "H", "H", "H", "H", "H", "C", "C", "O", "C", "C", "H", "H", "H", "H", "H", "H", "H", "H", "H", "H", "C", "C", "O", "C", "C", "H", "H", "H", "H", "H", "H", "H", "H", "H", "H"], "xyz": [[-0.650, -5.418, 1.682], [0.224, -4.543, 0.640], [-0.084, -2.986, 0.722], [-1.136, -2.522, -0.369], [-2.546, -3.063, 0.011], [-3.090, -4.177, -0.740], [-4.438, -4.737, -0.342], [-5.100, -4.120, 0.787], [-4.543, -2.979, 1.509], [-3.255, -2.436, 1.141], [-0.806, -5.129, 2.821], [-1.216, -6.392, 1.282], [-0.129, -4.877, -0.380], [1.319, -4.789, 0.715], [0.883, -2.427, 0.560], [-0.429, -2.747, 1.765], [-0.837, -2.878, -1.395], [-1.166, -1.401, -0.408], [-2.460, -4.580, -1.569], [-4.841, -5.596, -0.917], [-6.078, -4.521, 1.128], [-5.079, -2.502, 2.358], [-2.740, -1.589, 1.641], [-4.344, -4.873, -4.266], [-4.101, -3.382, -4.379], [-2.940, -3.054, -5.127], [-2.925, -3.472, -6.481], [-4.043, -2.870, -7.316], [-3.459, -5.380, -3.874], [-5.185, -5.068, -3.598], [-4.581, -5.315, -5.235], [-3.951, -2.979, -3.375], [-4.976, -2.866, -4.791], [-2.936, -4.566, -6.542], [-1.966, -3.148, -6.890], [-5.024, -3.225, -6.993], [-3.920, -3.140, -8.367], [-4.043, -1.781, -7.230], [0.708, 2.201, -0.219], [0.645, 1.867, 1.260], [1.345, 0.683, 1.605], [2.740, 0.680, 1.348], [3.500, 1.753, 2.110], [0.379, 1.352, -0.822], [0.071, 3.060, -0.442], [1.724, 2.450, -0.532], [-0.398, 1.699, 1.536], [0.997, 2.708, 1.869], [2.927, 0.754, 0.271], [3.107, -0.299, 1.661], [3.222, 2.756, 1.779], [4.575, 1.638, 1.957], [3.287, 1.689, 3.179], [-0.156, 7.777, -1.907], [-0.218, 7.436, -0.428], [0.482, 6.250, -0.089], [1.878, 6.245, -0.345], [2.638, 7.313, 0.422], [-0.485, 6.930, -2.512], [-0.793, 8.635, -2.126], [0.859, 8.028, -2.220], [-1.261, 7.265, -0.151], [0.132, 8.274, 0.184], [2.067, 6.323, -1.421], [2.243, 5.263, -0.035], [2.363, 8.318, 0.094], [3.713, 7.197, 0.270], [2.423, 7.247, 1.490], [4.116, -2.143, -0.733], [4.476, -3.482, -0.115], [3.821, -4.579, -0.728], [4.095, -4.793, -2.103], [5.559, -5.078, -2.394], [3.032, -2.006, -0.754], [4.562, -1.328, -0.161], [4.476, -2.064, -1.761], [4.160, -3.484, 0.931], [5.561, -3.637, -0.111], [3.733, -3.949, -2.699], [3.502, -5.660, -2.400], [6.188, -4.210, -2.183], [5.693, -5.338, -3.446], [5.920, -5.903, -1.777], [-0.931, 3.171, 6.988], [-0.697, 4.668, 6.880], [0.471, 5.009, 6.152], [0.511, 4.593, 4.797], [-0.600, 5.187, 3.948], [-0.048, 2.671, 7.390], [-1.780, 2.966, 7.642], [-1.145, 2.726, 6.014], [-0.560, 5.077, 7.884], [-1.571, 5.174, 6.455], [0.512, 3.499, 4.735], [1.472, 4.928, 4.401], [-1.582, 4.823, 4.257], [-0.462, 4.921, 2.898], [-0.611, 6.276, 4.035]], "atomic_forces_ev_per_a": [[0.5, 0.4, -1.0], [-1.2, -0.2, -0.3], [0.9, -0.1, -0.2], [-0.3, -0.2, 0.7], [-0.7, -0.3, -0.1], [-1.9, 0.7, 2.2], [2.4, 2.3, 0.8], [1.0, 0.3, -0.6], [1.5, -0.2, -1.2], [-0.8, -2.3, -1.7], [0.1, 0.2, 0.2], [0.1, -0.1, 0.1], [0.7, 0.2, 0.8], [-0.9, 0.3, 0.0], [-1.0, -0.4, 0.2], [0.2, 0.1, -1.0], [-0.2, 0.2, 1.0], [0.0, -0.9, 0.1], [-0.9, 0.2, 0.7], [0.1, 0.7, 0.7], [0.8, 0.3, -0.3], [0.3, -0.6, -0.8], [-0.7, -0.7, -0.2], [-0.1, -0.2, -0.2], [0.0, 0.0, 0.1], [0.2, 0.1, 0.1], [-0.1, 0.0, -0.1], [-0.2, 0.0, 0.1], [0.0, 0.0, 0.0], [0.0, 0.0, 0.0], [0.0, 0.0, 0.0], [0.2, 0.1, -0.1], [0.0, -0.1, 0.0], [-0.1, 0.0, 0.0], [0.0, 0.0, 0.2], [0.0, 0.0, -0.1], [0.0, 0.0, 0.0], [0.1, 0.0, 0.0], [0.2, 0.0, -0.1], [0.0, 0.1, -0.1], [-0.1, -0.2, 0.1], [0.0, 0.1, 0.1], [-0.1, 0.2, 0.0], [0.0, 0.0, 0.1], [0.0, 0.0, 0.0], [0.0, 0.1, 0.0], [0.1, -0.2, 0.1], [0.0, 0.1, -0.1], [0.0, 0.1, 0.0], [-0.2, 0.0, 0.0], [0.1, 0.0, 0.0], [0.0, 0.0, 0.0], [0.0, -0.1, 0.0], [0.2, 0.0, -0.1], [0.0, 0.1, -0.1], [-0.1, -0.2, 0.1], [0.0, 0.1, 0.1], [-0.1, 0.2, 0.0], [-0.1, 0.0, 0.1], [0.0, 0.0, 0.0], [0.0, 0.1, 0.0], [0.1, -0.2, 0.1], [0.0, 0.0, -0.1], [0.0, 0.1, 0.0], [-0.2, 0.0, 0.0], [0.1, 0.0, 0.0], [0.0, 0.0, 0.0], [0.0, -0.1, 0.0], [0.0, 0.0, -0.2], [0.0, 0.1, 0.0], [-0.2, -0.2, 0.2], [0.1, 0.0, -0.1], [0.1, 0.1, 0.1], [0.0, 0.0, 0.1], [0.0, 0.0, 0.0], [0.0, 0.0, 0.0], [-0.1, -0.2, -0.1], [0.0, 0.1, -0.1], [0.1, 0.0, 0.0], [-0.1, 0.1, 0.2], [0.0, 0.0, -0.1], [0.0, 0.0, 0.0], [-0.1, 0.0, -0.1], [0.0, -0.1, -0.2], [0.0, -0.1, 0.0], [0.2, 0.1, 0.1], [-0.1, 0.0, -0.1], [-0.2, -0.1, 0.1], [0.0, 0.1, 0.0], [0.0, 0.0, 0.0], [-0.1, 0.0, 0.0], [0.1, 0.1, -0.1], [0.0, -0.1, 0.0], [-0.1, 0.0, 0.0], [0.0, 0.0, 0.2], [0.0, 0.0, -0.1], [0.0, 0.0, 0.0], [0.1, 0.0, 0.0]]}

---

Computed max |F| (eV Å⁻¹) in order:
2.82 1.32 3.39